2 unconnected molecules or ions with the total composition C2H2Cl3NS, computed with ωB97M-V with the def2-TZVPD basis set.

Values from the calculation:
Net charge ... 0
Gap between HOMO and LUMO (spin up / spin down) ... 8.86 / 8.86 eV
Structure (SMILES) ... C#[N+][S-].ClC(Cl)Cl
Energy relative to the best compared isomer or geometry (same formula, charge and spin) ... 2.065 eV
E ... -1910.8328 hartree

Last column: Löwdin charge in e.
Element x y z (Å)
C (2.1202, 0.2796, -0.9508)  0.02
N (1.4658, 1.1804, -0.6062)  -0.74
S (0.5149, 2.3532, -0.3580)  0.61
H (2.7826, -0.6154, -0.6381)  0.12
Cl (-4.0165, -1.5254, 0.4234)  0.55
C (-3.6764, 0.1524, 0.6132)  -1.60
Cl (-3.4197, 0.9006, -0.9870)  0.48
Cl (-4.9274, 1.0191, 1.5118)  0.51
H (-2.7309, 0.3017, 1.2717)  0.05

C10H7N3O in the gas phase, computed with ωB97M-V with the def2-TZVPD basis set.

Values from the calculation:
Net charge ... 0
Gap between HOMO and LUMO ... 7.78 eV
Structure (SMILES) ... Nc1noc2nc3ccccc3cc12
Energy relative to the best compared isomer or geometry (same formula, charge and spin) ... 2.441 eV
E ... -624.7001 hartree

Last column: Löwdin charge in e.
Element x y z (Å)
N (1.4844, 0.7880, -3.8257)  0.12
C (1.5092, -0.0212, -2.6699)  -0.29
N (2.5762, -0.7825, -2.5591)  0.12
O (2.7255, -1.1672, -1.1909)  0.01
C (1.6508, -0.6595, -0.4958)  -0.29
N (1.3592, -0.8806, 0.7928)  0.21
C (0.2039, -0.4373, 1.3038)  -0.30
C (-0.0076, -0.4797, 2.6373)  0.00
C (-1.3413, -0.1914, 3.1835)  -0.03
C (-2.4268, 0.1862, 2.3171)  -0.10
C (-2.1086, 0.2780, 0.9944)  -0.06
C (-0.8002, 0.0718, 0.4843)  -0.16
C (-0.4819, 0.3120, -0.8849)  0.10
C (0.8237, -0.0631, -1.3596)  -0.09
H (0.8618, 1.5464, -3.6621)  0.08
H (2.4126, 1.0712, -4.0169)  0.08
H (0.7817, -0.7157, 3.3728)  0.12
H (-1.6773, -0.2898, 4.2601)  0.11
H (-3.4314, 0.3103, 2.7149)  0.10
H (-2.8800, 0.6341, 0.2420)  0.13
H (-1.2338, 0.4902, -1.6382)  0.12

10 unconnected molecules or ions with the total composition C62H49BO23, computed with ωB97M-V with the def2-TZVPD basis set.

Values from the calculation:
Net charge ... 0
Gap between HOMO and LUMO ... 8.28 eV
Structure (SMILES) ... C#CCCCOC(=O)OB(O)OCC.O=C1C=CC(=O)C=C1.O=C1C=CC(=O)C=C1.O=C1C=CC(=O)C=C1.O=C1C=CC(=O)C=C1.O=C1C=CC(=O)C=C1.O=C1C=CC(=O)C=C1.O=C1C=CC(=O)C=C1.O=C1C=CC(=O)C=C1.O=C1C=CC(=O)C=C1
E ... -4147.0962 hartree

Last column: Löwdin charge in e.
Element x y z (Å)
C (-1.6339, 1.7528, -2.0980)  0.11
C (-1.1881, 0.9746, -1.2992)  -0.14
C (-0.7223, -0.0936, -0.3847)  -0.19
C (-0.8653, -1.4568, -1.1058)  -0.16
C (0.0990, -1.5791, -2.2895)  -0.13
O (1.4480, -1.7547, -1.7965)  0.04
C (2.2656, -0.7310, -2.0201)  -0.55
O (1.9529, 0.4242, -2.0777)  0.16
O (3.5573, -1.1217, -2.2057)  0.22
B (4.4448, -0.7534, -1.1603)  -0.72
O (4.9189, 0.5464, -1.1500)  0.20
O (4.9266, -1.6154, -0.2048)  0.09
C (4.0242, -1.9142, 0.8707)  -0.19
C (3.0329, -3.0655, 0.5640)  -0.03
H (-1.9909, 2.2832, -2.9513)  0.03
H (0.3088, 0.0826, -0.0745)  0.10
H (-1.3313, -0.0835, 0.5235)  0.11
H (-0.6925, -2.2607, -0.3862)  0.11
H (-1.8870, -1.5288, -1.4879)  0.12
H (0.0023, -0.7667, -3.0071)  0.13
H (-0.1518, -2.5132, -2.8012)  0.13
H (4.1967, 1.1849, -1.1356)  0.11
H (4.6635, -2.2602, 1.6908)  0.08
H (3.5169, -1.0161, 1.2499)  0.13
H (2.0170, -2.7072, 0.7517)  0.07
H (3.1942, -3.9324, 1.2046)  0.06
H (3.0965, -3.3379, -0.4887)  0.06
O (-5.6669, 5.4027, 2.0896)  0.11
C (-5.4599, 4.9466, 0.9841)  -0.37
C (-6.2393, 3.7921, 0.4711)  0.01
C (-6.0141, 3.2964, -0.7435)  0.02
C (-4.9774, 3.8745, -1.6327)  -0.39
O (-4.7763, 3.4202, -2.7406)  0.08
C (-4.1994, 5.0258, -1.1183)  0.02
C (-4.4221, 5.5263, 0.0952)  0.02
H (-6.9930, 3.3849, 1.1317)  0.10
H (-6.5714, 2.4561, -1.1384)  0.12
H (-3.4465, 5.4333, -1.7821)  0.12
H (-3.8686, 6.3605, 0.4834)  0.09
O (6.1013, -2.9888, 2.8006)  0.07
C (6.7473, -2.2745, 3.5456)  -0.35
C (7.0864, -2.7048, 4.9203)  0.04
C (7.7910, -1.9181, 5.7308)  0.04
C (8.2627, -0.5839, 5.2881)  -0.38
O (8.9059, 0.1321, 6.0269)  0.10
C (7.9207, -0.1552, 3.9084)  0.03
C (7.2171, -0.9417, 3.0984)  0.03
H (6.7306, -3.6832, 5.2221)  0.10
H (8.0495, -2.2107, 6.7410)  0.09
H (8.2739, 0.8222, 3.6050)  0.12
H (6.9558, -0.6517, 2.0870)  0.12
O (-9.2861, 3.9052, 1.2563)  0.09
C (-9.7382, 4.8002, 0.5743)  -0.38
C (-10.7784, 4.5450, -0.4505)  0.03
C (-11.2634, 5.5330, -1.1983)  0.03
C (-10.7856, 6.9278, -1.0380)  -0.38
O (-11.2298, 7.8261, -1.7216)  0.10
C (-9.7445, 7.1826, -0.0123)  0.02
C (-9.2589, 6.1953, 0.7364)  0.03
H (-11.1144, 3.5210, -0.5538)  0.13
H (-12.0223, 5.3681, -1.9537)  0.10
H (-9.4083, 8.2069, 0.0888)  0.12
H (-8.4980, 6.3572, 1.4912)  0.12
O (3.3021, -6.1263, -2.2181)  0.10
C (4.4832, -5.9564, -2.4453)  -0.39
C (5.3901, -7.1030, -2.6900)  0.00
C (6.6835, -6.9181, -2.9410)  0.03
C (7.2720, -5.5560, -2.9848)  -0.38
O (8.4501, -5.3878, -3.2148)  0.11
C (6.3631, -4.4094, -2.7385)  0.04
C (5.0694, -4.5962, -2.4900)  0.03
H (4.9429, -8.0888, -2.6550)  0.12
H (7.3615, -7.7419, -3.1242)  0.13
H (6.8103, -3.4241, -2.7736)  0.13
H (4.3896, -3.7726, -2.3089)  0.10
O (2.1396, -6.1562, -8.7342)  0.11
C (2.8464, -6.8586, -8.0443)  -0.39
C (2.8014, -6.7794, -6.5635)  0.03
C (3.5799, -7.5504, -5.8090)  0.03
C (4.5235, -8.5210, -6.4128)  -0.38
O (5.2305, -9.2233, -5.7206)  0.10
C (4.5696, -8.6007, -7.8930)  0.02
C (3.7913, -7.8304, -8.6492)  0.02
H (2.1065, -6.0656, -6.1395)  0.12
H (3.5609, -7.5081, -4.7276)  0.10
H (5.2654, -9.3146, -8.3150)  0.12
H (3.8086, -7.8731, -9.7307)  0.12
O (-3.7099, 8.3458, -0.1586)  0.09
C (-4.2020, 9.2220, -0.8404)  -0.36
C (-5.2532, 8.9160, -1.8406)  0.02
C (-5.7923, 9.8749, -2.5892)  0.03
C (-5.3650, 11.2900, -2.4532)  -0.38
O (-5.8570, 12.1631, -3.1332)  0.11
C (-4.3130, 11.5940, -1.4515)  0.02
C (-3.7746, 10.6345, -0.7033)  0.02
H (-5.5512, 7.8781, -1.9240)  0.12
H (-6.5600, 9.6737, -3.3255)  0.12
H (-4.0145, 12.6311, -1.3676)  0.12
H (-3.0071, 10.8348, 0.0333)  0.12
O (-12.9519, 3.9900, -4.0401)  0.09
C (-12.4139, 4.6529, -4.9035)  -0.39
C (-12.7732, 6.0754, -5.1172)  0.02
C (-12.1827, 6.8011, -6.0633)  0.03
C (-11.1395, 6.2182, -6.9426)  -0.39
O (-10.6001, 6.8793, -7.8027)  0.11
C (-10.7803, 4.7943, -6.7277)  0.02
C (-11.3710, 4.0692, -5.7814)  0.02
H (-13.5348, 6.4831, -4.4647)  0.12
H (-12.4302, 7.8406, -6.2356)  0.12
H (-10.0176, 4.3872, -7.3791)  0.12
H (-11.1230, 3.0298, -5.6075)  0.12
O (7.4610, -0.2957, 13.2298)  0.11
C (7.5032, -0.9596, 12.2169)  -0.39
C (6.5930, -2.1142, 12.0151)  0.02
C (6.6406, -2.8444, 10.9039)  0.02
C (7.6043, -2.5339, 9.8209)  -0.38
O (7.6450, -3.1994, 8.8069)  0.09
C (8.5143, -1.3799, 10.0208)  0.03
C (8.4666, -0.6496, 11.1319)  0.02
H (5.8970, -2.3235, 12.8172)  0.12
H (5.9865, -3.6907, 10.7366)  0.12
H (9.2098, -1.1692, 9.2175)  0.12
H (9.1205, 0.1969, 11.2977)  0.12
O (2.5852, -8.6294, 2.9598)  0.11
C (3.2279, -7.9151, 3.6983)  -0.39
C (3.5695, -8.3443, 5.0775)  0.02
C (4.2730, -7.5603, 5.8901)  0.02
C (4.7464, -6.2254, 5.4510)  -0.38
O (5.3898, -5.5124, 6.1945)  0.10
C (4.4061, -5.7946, 4.0732)  0.03
C (3.7021, -6.5794, 3.2603)  0.03
H (3.2153, -9.3221, 5.3781)  0.12
H (4.5321, -7.8543, 6.8993)  0.12
H (4.7618, -4.8162, 3.7720)  0.10
H (3.4433, -6.2860, 2.2506)  0.11

2 unconnected molecules or ions with the total composition C4H8O3, computed with ωB97M-V with the def2-TZVPD basis set.

Values from the calculation:
Net charge ... 0
Gap between HOMO and LUMO ... 10.97 eV
Structure (SMILES) ... CCC=O.O=CO
Energy relative to the best compared isomer or geometry (same formula, charge and spin) ... 0.857 eV
E ... -382.9333 hartree

Last column: Löwdin charge in e.
Element x y z (Å)
C (-0.2177, -1.0798, -2.2638)  -0.11
C (-0.1978, -0.0625, -1.1135)  -0.20
C (-1.2690, -0.3404, -0.0940)  -0.22
O (-1.2319, -0.1147, 1.0996)  0.03
H (0.0858, -2.0825, -1.9446)  0.08
H (0.4583, -0.7632, -3.0636)  0.07
H (-1.2214, -1.1408, -2.7066)  0.07
H (-0.4633, 0.9031, -1.5631)  0.13
H (0.7679, 0.0486, -0.6066)  0.10
H (-2.1926, -0.7807, -0.5224)  0.13
O (1.8249, 0.8744, 1.4440)  0.04
C (1.4891, 1.2081, 2.5540)  -0.40
O (0.2964, 1.0183, 3.0945)  0.07
H (2.1490, 1.7282, 3.2649)  0.14
H (-0.2778, 0.5839, 2.4212)  0.07